(1)
The following is a quantum chemistry calculation of a molecular structure, C30H48BeF12N2O30S4, from OMol25.

Summary:
**HOMO**: -9.9 eV
**Molar mass**: 1282.0 u

Geometry as ORCA input:
```
! RIJCOSX wB97M-V def2-TZVPD def2/J DEFGRID3
* xyz 0 1
Be -3.6552 -0.2329 -0.9521
C -0.0238 -3.2446 -1.2951
F 0.6561 -4.2835 -0.7835
F 0.8120 -2.3561 -1.7142
F -0.8217 -3.6792 -2.2618
S -1.1419 -2.4784 0.1469
O -2.4737 -3.0867 0.0775
O -0.5037 -2.7127 1.4063
N -1.3298 -0.7497 -0.2959
S -0.1175 -0.0283 0.4110
O -0.5770 0.6438 1.6215
O 1.1055 -0.8182 0.4904
C 0.2692 1.4445 -0.8258
F -0.9034 1.9005 -1.2952
F 1.0124 2.3903 -0.2199
F 0.9789 0.8987 -1.8169
C -5.7530 0.9987 2.6042
F -6.4323 0.0920 1.9705
F -6.2723 2.1865 2.3702
F -5.7318 0.6622 3.8903
S -3.9546 1.0431 1.9657
O -3.0895 1.5598 3.0435
O -3.6768 -0.3521 1.6940
N -3.9900 1.7756 0.4262
S -3.4478 3.1815 0.7125
O -4.1539 3.9155 1.7931
O -1.9988 3.2494 0.8123
C -3.9201 4.2062 -0.8974
F -3.5541 3.6282 -2.0359
F -5.2787 4.4498 -0.9287
F -3.2847 5.3851 -0.8597
O -3.1833 -1.9319 -2.7673
H -3.5016 -2.7851 -3.0621
H -2.8919 -1.4949 -3.5676
O -2.8316 0.7930 -3.1127
H -3.1906 1.5165 -3.6264
H -2.0462 0.5260 -3.5903
C 4.0921 -3.5276 -4.0874
C 2.9939 -2.4657 -4.0914
C 3.3119 -1.0572 -3.6438
O 2.5260 -0.2646 -4.4941
C 2.2028 -0.9639 -5.5981
O 1.4720 -0.6870 -6.5527
O 2.6634 -2.2228 -5.4415
H 4.3473 -3.5835 -3.0292
H 4.9761 -3.3251 -4.6921
H 3.6354 -4.4504 -4.4449
H 2.0936 -2.8294 -3.5960
H 4.3329 -0.7605 -3.8835
H 3.1033 -0.9831 -2.5765
C 3.2734 -2.3972 4.4294
C 3.0370 -1.8461 2.9932
C 4.1377 -0.9681 2.3630
O 4.2488 -1.4593 1.0695
C 3.6045 -2.6650 0.9296
O 3.5874 -3.3763 -0.0995
O 2.9725 -2.9328 2.0878
H 4.1163 -3.0878 4.4053
H 2.4038 -2.8966 4.8567
H 3.4961 -1.5254 5.0445
H 2.1144 -1.2677 2.9441
H 4.9976 -1.0402 3.0288
H 3.8887 0.0828 2.2154
C 1.6785 5.5753 0.8787
C 2.8500 5.5631 -0.0519
C 2.9438 6.7073 -1.0386
O 4.3103 7.1222 -0.9470
C 4.8568 6.5691 0.1562
O 5.9476 6.9244 0.5865
O 4.0155 5.7233 0.6753
H 1.6903 4.7103 1.5418
H 0.7740 5.3904 0.2992
H 1.6159 6.4809 1.4822
H 2.7806 4.6140 -0.5834
H 2.2951 7.5709 -0.8921
H 2.7403 6.3195 -2.0367
C -2.6884 -6.8410 1.3417
C -3.4597 -6.5798 0.0541
C -2.6902 -6.1739 -1.2290
O -3.1241 -7.1681 -2.1531
C -3.8797 -8.0311 -1.5694
O -4.4679 -8.9363 -2.1649
O -3.9954 -7.8406 -0.2988
H -1.7276 -7.3320 1.1866
H -3.1976 -7.4259 2.1077
H -2.3255 -5.9013 1.7581
H -4.2924 -5.9072 0.2595
H -1.6339 -6.1342 -0.9629
H -3.1050 -5.2558 -1.6449
C -1.9289 -1.1999 4.8193
C -3.0281 -2.2301 4.5491
C -2.5541 -3.5708 3.9062
O -3.1053 -4.5506 4.7415
C -3.6306 -3.9653 5.8586
O -4.1591 -4.5302 6.7708
O -3.4684 -2.6585 5.8157
H -1.1384 -1.6185 5.4422
H -2.3116 -0.2701 5.2403
H -1.5962 -0.9081 3.8232
H -3.8067 -1.7808 3.9327
H -1.4670 -3.6402 3.8683
H -2.9881 -3.6147 2.9073
C -0.2560 5.0722 -2.7579
C 0.3686 3.9524 -3.6664
C 0.6611 4.3187 -5.1060
O 1.9690 3.7808 -5.2447
C 2.4647 3.3310 -4.1261
O 3.5351 2.8273 -3.9725
O 1.6342 3.6526 -3.1621
H 0.4322 5.9133 -2.6740
H -0.4144 4.6798 -1.7534
H -1.2199 5.4477 -3.1014
H -0.3069 3.0999 -3.5955
H 0.3929 5.3584 -5.2935
H 0.0354 3.7564 -5.7991
C 0.5556 2.2446 4.3123
O -0.8165 2.2329 4.7160
H 0.7248 2.4801 3.2616
H 1.1553 2.9144 4.9287
H 0.9722 1.2458 4.4425
H -1.3787 1.9954 3.9750
C 4.3572 2.1193 -0.7287
O 5.6118 2.6959 -0.4465
H 3.8260 2.8180 -1.3751
H 4.3887 1.1712 -1.2656
H 3.8079 1.8955 0.1858
H 6.0392 2.0790 0.1520
*
```


(2)
The following is a quantum chemistry calculation of 3 unconnected molecules or ions with the total composition C30H48N2O4, from OMol25.

Summary:
**HOMO**: -9.1 eV
**Molar mass**: 500.7 u
**SMILES**: CCCCCCCCCCCCCCc1ccc2c(c1)C(=O)C=CC2=O.CN(C)C=O.CN(C)C=O

Geometry as ORCA input:
```
! RIJCOSX wB97M-V def2-TZVPD def2/J DEFGRID3
* xyz 0 1
C -3.2499 1.3831 -4.3015
C -2.4809 0.7130 -3.1473
C -3.1004 -0.6470 -2.7805
C -2.2347 -1.4784 -1.7860
C -1.7551 -2.8416 -2.3615
C -0.2264 -2.9808 -2.4976
C 0.4159 -2.0689 -3.5741
C 1.6548 -1.3022 -3.0564
C 1.2802 -0.1493 -2.1003
C 2.0131 1.1868 -2.3593
C 3.2413 1.4255 -1.4648
C 2.9337 1.3569 0.0344
C 2.1427 2.5426 0.5802
C 1.9151 2.4579 2.1178
C 0.7622 1.5183 2.3941
C -0.5040 1.9711 2.6519
C -1.5423 1.0868 2.8495
C -1.2797 -0.2484 2.7932
C 0.0001 -0.7393 2.5587
C 1.0116 0.1549 2.3695
C 0.2048 -2.2346 2.4980
O 1.1882 -2.7961 2.9461
C -0.9522 -2.9747 1.8692
C -2.1706 -2.5018 2.0917
C -2.3707 -1.2784 2.9505
O -3.3145 -1.1456 3.7094
H -4.3251 1.4451 -4.1020
H -3.0681 0.8256 -5.2262
H -2.9082 2.4126 -4.4578
H -1.4618 0.5299 -3.5045
H -2.4978 1.3830 -2.2818
H -3.3002 -1.2102 -3.6988
H -4.0648 -0.4363 -2.3010
H -2.8964 -1.6840 -0.9352
H -1.4025 -0.8959 -1.3807
H -2.2831 -3.0457 -3.2989
H -2.0835 -3.6145 -1.6522
H 0.2245 -2.8835 -1.5034
H -0.0562 -4.0194 -2.8126
H -0.3245 -1.3898 -4.0181
H 0.7573 -2.7177 -4.3912
H 2.2304 -2.0396 -2.4736
H 2.2820 -0.9969 -3.9015
H 1.3801 -0.5236 -1.0775
H 0.2142 0.0480 -2.2565
H 1.2912 2.0117 -2.3381
H 2.3738 1.1574 -3.3974
H 3.6356 2.4208 -1.7169
H 4.0183 0.6864 -1.6906
H 2.4898 0.3843 0.2537
H 3.9028 1.3610 0.5580
H 2.7529 3.4453 0.4244
H 1.1940 2.7315 0.0669
H 2.8268 2.1674 2.6475
H 1.6744 3.4793 2.4344
H -0.7152 3.0369 2.6652
H -2.5673 1.3841 3.0279
H 2.0326 -0.1667 2.1932
H -0.7860 -3.8349 1.2277
H -3.0139 -3.0012 1.6191
C -6.4876 3.0587 4.9844
N -5.2768 3.7486 4.5835
C -4.9241 4.9980 5.2359
C -4.4655 3.2683 3.6238
O -3.4386 3.8028 3.2481
H -7.3508 3.7060 4.8162
H -6.4304 2.8049 6.0447
H -6.6126 2.1443 4.4081
H -4.8632 5.7948 4.4937
H -3.9491 4.8991 5.7144
H -5.6727 5.2515 5.9826
H -4.8219 2.3167 3.1929
C 7.0184 -3.7079 -0.5211
N 5.9633 -2.8979 -1.0979
C 6.2557 -2.0760 -2.2603
C 4.7165 -2.8808 -0.5914
O 3.7966 -2.2199 -1.0372
H 7.8398 -3.0646 -0.1991
H 7.3875 -4.4145 -1.2673
H 6.6455 -4.2623 0.3376
H 6.0599 -1.0284 -2.0274
H 5.6100 -2.3698 -3.0890
H 7.2970 -2.1967 -2.5488
H 4.5945 -3.5352 0.2875
*
```


(3)
The following is a quantum chemistry calculation of a molecular structure, C30H48N7PSSeTi, from OMol25.

Summary:
**HOMO (alpha / beta)**: -9.3 / -9.3 eV
**Molar mass**: 696.6 u

Geometry as ORCA input:
```
! RIJCOSX wB97M-V def2-TZVPD def2/J DEFGRID3
* xyz 1 2
Ti 0.2160 -0.1721 -0.6310
N -2.3743 0.0337 -4.2136
C -1.7570 0.1691 -3.0018
S 0.0022 0.2427 -3.0013
N -2.4705 0.2139 -1.9279
N -1.6652 0.2194 -0.7948
C -2.2373 0.7208 0.3238
C -1.5780 0.7390 1.5141
C -2.1899 1.0420 2.7774
C -1.6345 0.6286 3.9315
C -0.4676 -0.2216 3.8509
C 0.1879 -0.4103 2.7056
N -0.1533 0.3544 1.5039
H -1.8515 0.3135 -5.0254
H -3.3609 0.2392 -4.2259
H -3.2612 1.0772 0.2544
H -3.1429 1.5572 2.7618
H -2.0947 0.8258 4.8874
H -0.1345 -0.7653 4.7247
H 1.0438 -1.0633 2.6122
C 2.9895 -1.2325 -1.4922
N 2.3911 -0.0286 -0.8913
C 2.9696 1.1522 -1.5602
C 2.6863 -0.0039 0.5724
C 2.1594 1.2510 1.2420
C 3.0718 2.2737 1.4871
C 2.6729 3.5032 1.9834
C 1.3287 3.7368 2.2217
C 0.4015 2.7313 2.0081
C 0.8076 1.4910 1.5407
H 4.0699 -1.2474 -1.3113
H 2.8024 -1.2186 -2.5643
H 2.5452 -2.1341 -1.0690
H 4.0533 1.1720 -1.3977
H 2.5041 2.0631 -1.1901
H 2.7612 1.0762 -2.6264
H 3.7744 -0.0391 0.7093
H 2.2724 -0.9199 1.0081
H 4.1179 2.0982 1.2694
H 3.4074 4.2726 2.1777
H 0.9959 4.6982 2.5897
H -0.6447 2.9091 2.2042
C 1.6290 -3.8975 1.1714
C 0.6499 -4.2558 0.0528
C -0.0692 -5.5592 0.4228
P -0.4351 -2.8472 -0.4978
C -0.8960 -3.3374 -2.2347
C -1.5832 -4.6918 -2.4460
C 0.3464 -3.3399 -3.1310
C -1.9875 -2.7945 0.5434
C -3.2106 -3.5731 0.0639
C -1.7342 -3.1051 2.0197
H 2.3058 -4.7342 1.3527
H 1.1057 -3.6981 2.1072
H 2.2456 -3.0312 0.9324
H 1.2386 -4.4472 -0.8516
H -0.3842 -5.5416 1.4641
H 0.6220 -6.3962 0.3122
H -0.9403 -5.7688 -0.1898
H -1.5731 -2.5360 -2.5537
H -0.8877 -5.5103 -2.2614
H -1.8774 -4.7586 -3.4948
H -2.4701 -4.8521 -1.8488
H 1.0074 -4.1704 -2.8751
H 0.9050 -2.4090 -3.0958
H 0.0357 -3.4942 -4.1646
H -2.2501 -1.7375 0.4708
H -3.0595 -4.6505 0.1186
H -3.5090 -3.3050 -0.9478
H -4.0452 -3.3313 0.7251
H -1.7505 -4.1776 2.2036
H -2.5320 -2.6595 2.6152
H -0.7955 -2.7037 2.3960
C -2.4690 4.8901 0.0649
N -1.1254 5.4339 0.0018
C -0.7109 6.6201 0.5692
C 0.6007 6.7590 0.2810
N 0.9715 5.6551 -0.4568
C 2.2883 5.4136 -1.0117
C -0.0900 4.8387 -0.6294
Se -0.1247 3.2270 -1.5445
H -3.1631 5.7030 0.2655
H -2.5391 4.1403 0.8548
H -2.7027 4.4194 -0.8881
H -1.3830 7.2582 1.1130
H 1.2940 7.5427 0.5227
H 2.8386 6.3514 -1.0154
H 2.1796 5.0394 -2.0276
H 2.8198 4.6740 -0.4160
*
```


(4)
The following is a quantum chemistry calculation of a molecular structure, C30H48P2SeY, from OMol25.

Summary:
**HOMO**: -9.6 eV
**Molar mass**: 638.5 u

Geometry as ORCA input:
```
! RIJCOSX wB97M-V def2-TZVPD def2/J DEFGRID3
* xyz 1 1
Y -1.3759 0.9399 -1.9028
C 0.0470 0.7783 0.9112
C 0.7342 1.0584 -0.3105
C -0.7916 2.7478 0.0768
C -0.7956 1.8715 1.1965
C 0.3076 2.3649 -0.7494
C 0.2896 -0.4084 1.7590
H 1.3645 -0.6246 1.8419
H -0.1976 -1.3041 1.3478
H -0.1126 -0.2722 2.7709
C -1.4470 2.1476 2.4916
H -0.7023 2.3194 3.2820
H -2.0750 1.3204 2.8172
H -2.0735 3.0438 2.4469
C -1.6042 3.9862 -0.0808
H -2.0179 4.3083 0.8838
H -2.4608 3.8495 -0.7602
H -1.0173 4.8268 -0.4730
C 0.9696 3.1701 -1.8022
H 2.0310 3.4030 -1.5768
H 0.4624 4.1283 -1.9697
H 0.9797 2.6082 -2.7505
C 1.9154 0.3411 -0.8442
H 2.8648 0.8142 -0.5449
H 1.9498 0.3113 -1.9438
H 1.9662 -0.6902 -0.4742
C 0.5767 -4.2579 -1.4309
C 1.7256 -4.0953 -0.7335
C 3.0287 -3.6731 -1.3487
C 3.2659 -4.2073 -2.7795
C 2.9990 -3.1728 -3.8440
C 2.1010 -2.1651 -3.7141
C 0.9569 -2.1410 -2.7674
C 0.1885 -3.4796 -2.6474
H 3.8246 -4.0351 -0.6904
H 2.6804 -5.1247 -2.9383
H 3.1372 -2.5894 -1.3294
H 0.3122 -4.0174 -3.5963
H -0.1341 -5.0436 -1.1745
H 1.7623 -4.3125 0.3337
H -0.8833 -3.2494 -2.5806
H 1.1416 -1.7352 -1.7776
H 2.1574 -1.3106 -4.3970
H 0.2612 -1.3898 -3.1765
H 4.3246 -4.4824 -2.8749
H 3.5809 -3.2883 -4.7726
P -1.0768 -0.9930 -4.9175
P -1.3320 2.0054 -4.3409
C -1.5774 0.0338 -6.3838
C -2.1207 1.3729 -5.9292
H -2.3303 -0.5369 -6.9428
H -0.7005 0.1547 -7.0414
H -1.9093 2.1263 -6.6975
H -3.2081 1.3440 -5.7780
C -1.7521 3.7662 -4.7383
H -1.1208 4.4493 -4.1572
H -2.8118 3.9589 -4.5325
H -1.5601 3.9249 -5.8112
C 0.3900 2.1088 -5.0577
H 0.3053 2.2504 -6.1427
H 0.9942 1.2132 -4.8627
H 0.9083 2.9820 -4.6397
C -2.6053 -2.0065 -4.7509
H -2.8754 -2.0394 -3.6863
H -2.4214 -3.0286 -5.1209
H -3.4122 -1.5396 -5.3323
C -0.1715 -2.2148 -6.0148
H -0.7028 -2.2871 -6.9737
H -0.1285 -3.2145 -5.5619
H 0.8544 -1.8849 -6.2162
Se -2.9877 -0.8344 -0.0160
C -3.4165 -1.7050 1.6642
C -4.2343 -2.8782 1.7436
C -4.4045 -3.6269 2.9191
C -3.8236 -3.2074 4.1310
C -3.1026 -2.0032 4.1239
C -2.9361 -1.2779 2.9352
H -4.7241 -3.2233 0.8333
H -4.9931 -4.5511 2.9127
H -3.9301 -3.7891 5.0476
H -2.6643 -1.6327 5.0613
H -2.3754 -0.3478 2.9858
*
```


(5)
The following is a quantum chemistry calculation of 3 unconnected molecules or ions with the total composition C30H49ClN2O6, from OMol25.

Summary:
**HOMO (alpha / beta)**: -8.3 / -9.3 eV
**Molar mass**: 569.2 u

Geometry as ORCA input:
```
! RIJCOSX wB97M-V def2-TZVPD def2/J DEFGRID3
* xyz 0 3
C -4.8058 -1.7808 4.4682
C -5.7967 -2.4105 3.4631
C -6.2045 -1.4269 2.3560
Cl -8.0140 -1.3877 2.2657
C -5.6771 -1.8389 1.0037
C -6.2788 -1.5957 -0.1549
C -5.6386 -2.1121 -1.3950
O -5.6018 -1.4936 -2.4354
C -4.9877 -3.4463 -1.2264
C -5.0881 -4.4384 -2.3438
C -5.2350 -5.8688 -1.8716
O -4.0510 -6.4127 -1.2796
C -3.0315 -6.6465 -2.1329
O -1.9454 -7.0145 -1.7363
C -4.3566 -3.6647 -0.0740
C -4.3789 -2.5810 0.9441
O -3.4305 -2.3133 1.6507
H -4.3299 -0.9150 4.0359
H -4.0693 -2.5155 4.7553
H -5.3450 -1.4996 5.3610
H -5.4030 -3.3263 3.0445
H -6.6907 -2.6804 3.9967
H -5.8785 -0.4279 2.5986
H -7.2148 -1.0799 -0.2548
H -4.2871 -4.3157 -3.0627
H -6.0016 -4.2077 -2.8835
H -5.5039 -6.4776 -2.7289
H -6.0341 -5.9296 -1.1545
H -3.2514 -6.4526 -3.1887
H -3.8407 -4.5780 0.1586
C -0.7856 -1.1035 0.2534
C -0.9562 -0.6728 -1.2225
C -0.9660 -1.8999 -2.1356
C 0.4086 -2.5458 -2.3028
C 1.4433 -1.5117 -2.7477
C 1.4874 -0.2852 -1.8371
N 0.1215 0.2744 -1.6340
O -0.2406 0.9544 -2.6698
C 2.1439 -0.6535 -0.4941
C 2.3979 0.7734 -2.4487
C -2.3039 0.0265 -1.2986
H -1.7461 -1.2091 0.7511
H -0.2835 -2.0647 0.3668
H -0.2265 -0.3576 0.8187
H -1.3383 -1.6098 -3.1241
H -1.6762 -2.6295 -1.7370
H 0.7240 -3.0223 -1.3708
H 0.3489 -3.3450 -3.0443
H 2.4342 -1.9690 -2.7841
H 1.2058 -1.1948 -3.7681
H 2.0881 0.1836 0.2037
H 3.1985 -0.8823 -0.6500
H 1.7160 -1.5277 -0.0101
H 2.1024 1.0482 -3.4594
H 3.4176 0.3930 -2.5029
H 2.4077 1.6784 -1.8372
H -2.3151 0.9169 -0.6672
H -3.0700 -0.6528 -0.9385
H -2.5739 0.3157 -2.3121
C 5.5881 2.2872 0.6488
C 4.7729 3.0868 1.6967
C 3.3694 3.3725 1.1666
C 3.3350 4.4338 0.0700
C 4.0420 5.7108 0.5223
C 5.4610 5.4546 1.0312
N 5.4673 4.3612 2.0476
O 5.0493 4.8052 3.1846
C 6.3874 5.1179 -0.1520
C 6.0241 6.7296 1.6480
C 4.6767 2.1937 2.9284
H 5.5262 1.2179 0.8465
H 5.2301 2.4323 -0.3705
H 6.6449 2.5492 0.6814
H 2.7300 3.7079 1.9894
H 2.9327 2.4418 0.7963
H 3.7905 4.0532 -0.8489
H 2.2970 4.6603 -0.1807
H 4.0769 6.4285 -0.2995
H 3.4507 6.1750 1.3178
H 7.3778 4.8299 0.2028
H 6.5052 5.9950 -0.7877
H 6.0108 4.3246 -0.7929
H 5.3876 7.1225 2.4383
H 6.1075 7.4973 0.8796
H 7.0178 6.5562 2.0635
H 5.6668 1.9860 3.3373
H 4.2186 1.2463 2.6462
H 4.0638 2.6335 3.7129
*
```